DFT (ωB97M-V/def2-TZVPD) results for an isolated molecule of C3H4N2O.

Calculated values
* charge: 0
* SMILES: Nc1ccon1
* energy above the lowest of the compared OMol25 structures with the same formula, charge and spin: 48.6 kcal/mol

XYZ file:
```
10
Properties=species:S:1:pos:R:3:forces:R:3:nbo_charge:R:1
N -1.87946 -0.25467 -0.10902 0.1710 0.1574 0.0655 -0.838
C -0.46307 -0.29194 -0.02662 0.4776 0.0606 0.0055 0.273
C 0.52409 0.77656 -0.04468 -0.4139 -0.4909 0.0545 -0.384
C 1.70462 0.11913 0.07725 -0.4887 -0.6538 -0.0152 0.126
O 1.46000 -1.22149 0.15583 0.4506 0.7262 -0.0284 -0.280
N 0.11700 -1.45919 0.08569 -0.2898 0.3838 -0.0029 -0.106
H -2.31243 0.18091 0.69900 0.1648 -0.0668 -0.1323 0.377
H -2.21358 0.20102 -0.94862 0.1033 0.0133 0.0636 0.376
H 0.28660 1.83086 -0.12645 0.3252 -0.2398 0.0256 0.238
H 2.76280 0.37210 0.12474 -0.4999 0.1100 -0.0359 0.218
```
Forces are in eV/Å.

=====

DFT (ωB97M-V/def2-TZVPD) results for the ion C4H6N with charge +1 in a non-equilibrium geometry.

Calculated values
* charge: +1
* SMILES: C=C=[N+]1CC1
* energy above the lowest of the compared OMol25 structures with the same formula, charge and spin: 109.8 kcal/mol

XYZ file:
```
11
Properties=species:S:1:pos:R:3:forces:R:3:nbo_charge:R:1
C -2.70076 0.03950 -0.09462 8.6318 -0.3839 1.9022 -0.367
C -1.21682 0.05159 0.07289 0.2676 0.0912 0.4630 0.539
N 0.25181 0.04769 0.42134 -8.8552 -1.4770 -1.8141 -0.335
C 1.30362 -0.88183 -0.11940 -0.1288 -0.2548 1.1452 -0.195
C 1.43450 0.60742 -0.09469 2.2843 2.4384 -1.2336 -0.223
H -3.28169 -0.14332 0.78230 -0.2650 0.2943 0.6225 0.285
H -3.07447 -0.11507 -1.06471 -0.2374 0.1086 -1.2809 0.279
H 1.06998 -1.29710 -1.05334 -0.4835 -0.3670 -1.2221 0.227
H 1.76291 -1.66368 0.54026 -0.3275 1.4875 -0.1212 0.266
H 2.05505 1.06016 0.68093 -0.1534 -0.2702 0.0526 0.257
H 1.51740 1.28741 -1.03560 -0.7330 -1.6671 1.4863 0.267
```
Forces are in eV/Å.

=====

DFT (ωB97M-V/def2-TZVPD) results for the ion C2H2I2P with charge +1 in a non-equilibrium geometry.

Calculated values
* charge: +1
* energy above the lowest of the compared OMol25 structures with the same formula, charge and spin: 14.6 kcal/mol

XYZ file:
```
7
Properties=species:S:1:pos:R:3:forces:R:3:nbo_charge:R:1
C 1.18105 -0.12824 0.08783 -0.8334 4.6203 -0.6159 -0.102
C -0.16208 -0.17187 -0.05759 -1.7064 -1.3399 0.0461 -0.769
P -1.32281 1.11303 -0.49947 0.1181 -1.7216 1.0741 0.885
I 2.47774 1.57391 0.17281 -1.2824 -1.2221 -0.0556 0.333
I -3.22998 -0.18875 0.19959 0.4050 0.9225 -0.4906 0.159
H 1.71830 -0.96776 0.03989 2.0317 -3.3044 0.2997 0.207
H -0.66223 -1.23032 0.05695 1.2674 2.0452 -0.2578 0.288
```
Forces are in eV/Å.

=====

DFT (ωB97M-V/def2-TZVPD) results for an isolated molecule of C3H5FO in a non-equilibrium geometry.

Calculated values
* charge: 0
* SMILES: CC(=O)CF
* energy above the lowest of the compared OMol25 structures with the same formula, charge and spin: 23.1 kcal/mol

XYZ file:
```
10
Properties=species:S:1:pos:R:3:forces:R:3:nbo_charge:R:1
C -1.28187 0.04386 -0.49075 0.2912 2.1224 2.4774 -0.738
C -0.24025 0.12042 0.62364 2.9846 1.1962 -3.6248 0.597
O -0.47717 0.44896 1.71593 -0.4348 0.2503 2.8743 -0.530
C 1.41707 -0.13573 0.15654 -2.1757 2.7222 0.5281 -0.063
F 1.48087 -0.23818 -1.20983 0.0213 -0.3872 -0.4222 -0.371
H -0.75623 0.00929 -1.40739 -0.2621 -0.1207 -1.1766 0.243
H -1.77713 -0.81360 -0.15091 -1.1550 -1.6747 -0.4830 0.239
H -1.99832 0.91195 -0.27235 1.1351 -1.1196 -0.8216 0.247
H 1.46774 -1.09046 0.61704 1.3808 -0.8848 0.4231 0.177
H 2.16529 0.74349 0.41809 -1.7854 -2.1042 0.2253 0.199
```
Forces are in eV/Å.

=====

DFT (ωB97M-V/def2-TZVPD) results for a structure of composition C19H30Cl3Ge2N2O3Pd in a non-equilibrium geometry.

Calculated values
* E: -183385.0882 eV
* charge: +1

XYZ file:
```
60
Properties=species:S:1:pos:R:3:forces:R:3:nbo_charge:R:1
Pd 0.05898 0.57375 0.49066 0.0440 0.7782 -0.0944 0.635
C 3.76460 3.33528 2.33352 -0.1187 -0.0205 -0.0274 -0.616
C 2.56430 2.38656 2.44390 -0.2111 -0.0247 0.2339 -0.845
Ge 1.58913 2.38625 0.75794 0.9132 0.1955 -0.4904 1.458
C 2.85335 1.89018 -0.66424 -0.0658 0.2282 0.0190 -0.852
C 3.27504 3.09447 -1.51497 0.0754 -0.1528 0.0691 -0.613
C 0.61655 4.02856 0.41595 -0.3323 -0.0359 0.1237 -0.683
C -0.72814 4.05160 0.40211 0.1610 0.0456 0.0417 -0.438
Ge -1.60064 2.30879 0.71752 -0.7600 -0.0545 0.0566 1.466
C -2.34210 2.00737 2.50514 0.1434 0.1190 0.0609 -0.854
C -3.73699 2.61735 2.68676 0.0868 -0.0226 0.0025 -0.615
C -2.82996 1.48198 -0.58553 -0.0538 0.3092 -0.0365 -0.857
C -3.62786 2.42088 -1.49772 0.0256 -0.1187 0.0523 -0.610
C -1.55494 5.27894 0.28624 0.0424 -0.0352 -0.0566 -0.036
C -0.98260 6.54081 0.10456 0.0098 0.0081 -0.0105 -0.198
C -1.77429 7.67410 0.06451 0.0278 0.0088 -0.0204 -0.196
C -3.15414 7.57364 0.20086 -0.0035 -0.0008 0.0035 -0.183
C -3.74007 6.32796 0.35226 -0.0106 -0.0236 -0.0155 -0.193
C -2.94135 5.19468 0.38834 0.0901 -0.0246 0.0252 -0.208
H 4.33439 3.31677 3.26232 0.0245 0.0330 -0.0170 0.236
H 3.45079 4.36590 2.15671 0.0283 0.0040 0.0118 0.208
H 4.43689 3.04089 1.52653 0.0147 0.0158 0.0141 0.211
H 1.90841 2.68174 3.26465 0.0298 -0.0244 0.0276 0.234
H 2.89527 1.36495 2.63474 0.0054 -0.0030 0.0053 0.244
H 2.40915 1.10205 -1.26762 0.0787 -0.0360 -0.0443 0.247
H 3.71108 1.45246 -0.14975 0.0061 -0.0421 -0.0564 0.240
H 2.41880 3.57487 -1.99050 0.0128 0.0116 -0.0028 0.197
H 3.96086 2.77865 -2.30218 0.0054 0.0503 -0.0127 0.228
H 3.78916 3.84654 -0.91354 -0.0088 0.0249 -0.0316 0.209
H 1.18494 4.95342 0.33085 -0.0081 -0.0196 -0.0134 0.232
H -1.65388 2.38398 3.26398 -0.0045 -0.0468 0.0250 0.234
H -2.39071 0.92122 2.60367 -0.0005 -0.0074 0.0474 0.244
H -3.70517 3.70588 2.67592 -0.0214 0.0017 0.0314 0.215
H -4.14784 2.30621 3.64739 -0.0340 0.0073 -0.0190 0.234
H -4.42952 2.28481 1.91020 -0.0052 0.0114 0.0084 0.207
H -3.49636 0.87934 0.03590 -0.0066 -0.0263 -0.0287 0.244
H -2.24329 0.77776 -1.17005 -0.0529 -0.0512 -0.0311 0.249
H -4.38402 2.97324 -0.94129 -0.0294 -0.0001 -0.0455 0.209
H -4.14281 1.84020 -2.26401 -0.0201 0.0304 -0.0019 0.227
H -2.99011 3.15002 -1.99958 -0.0028 -0.0027 -0.0088 0.204
H 0.08926 6.64460 -0.00434 -0.0183 0.0241 0.0228 0.208
H -1.31510 8.64409 -0.07349 0.0015 -0.0073 0.0171 0.228
H -3.76685 8.46513 0.19003 0.0018 -0.0086 -0.0365 0.229
H -4.81480 6.23788 0.43966 0.0085 -0.0112 0.0204 0.226
H -3.40488 4.22290 0.50540 -0.0788 0.0320 0.0216 0.198
Cl 0.32858 -0.12535 2.94236 -0.1381 0.3762 -0.4705 0.064
C 0.56262 -1.89324 2.35374 0.0631 -0.2279 0.0341 -0.175
Cl 2.17544 -2.40042 2.74565 -0.0352 0.0881 0.0502 0.113
Cl -0.63362 -2.91170 3.08411 -0.0205 0.1198 0.0585 0.120
C 0.32564 -1.61813 0.83334 -0.0536 -1.1355 -0.4867 0.622
O 1.34487 -1.33972 0.17022 -0.0618 -0.3026 0.2815 -0.670
O -0.88151 -1.51431 0.49998 0.2748 -0.2787 0.1138 -0.697
N -0.14694 2.65451 -2.55536 -0.0338 -0.2087 0.0319 -0.821
C -0.03298 1.31674 -2.61731 -0.0269 0.4993 -0.0270 0.808
N -0.00982 0.73438 -3.82332 0.0168 -0.1704 0.0722 -0.790
O 0.04949 0.59000 -1.59980 -0.0230 0.0088 0.5307 -0.667
H -0.16444 3.22740 -3.38044 -0.0071 -0.0117 -0.0098 0.414
H -0.12911 3.10597 -1.65250 0.0524 0.0903 -0.0290 0.431
H -0.11304 1.24726 -4.67967 0.0137 0.0256 0.0091 0.412
H 0.07571 -0.26727 -3.85875 -0.0108 -0.0110 0.0013 0.433
```
Forces are in eV/Å.

=====

DFT (ωB97M-V/def2-TZVPD) results for an isolated molecule of C4H5ClN2O2 in a non-equilibrium geometry.

Calculated values
* charge: 0
* energy above the lowest of the compared OMol25 structures with the same formula, charge and spin: 99.2 kcal/mol

XYZ file:
```
14
Properties=species:S:1:pos:R:3:forces:R:3:nbo_charge:R:1
C -0.29148 0.65288 1.25370 0.8313 0.2394 -0.6942 0.615
C 1.74069 0.17174 -0.30686 0.8108 -0.9497 0.5183 0.709
C -1.19799 0.42337 0.12244 0.7808 0.8728 -2.3614 -0.061
C -1.81715 -0.88830 -0.13121 0.0311 0.1234 0.6109 -0.693
N 1.07475 0.46202 0.89602 -0.7963 -0.2366 1.9172 -0.671
N 1.44889 0.80778 -1.42926 -0.0971 1.2134 -0.2875 -0.665
O -0.66507 0.90209 2.36192 0.2279 -0.2631 0.5586 -0.521
O 2.68011 -0.59863 -0.22583 0.6315 -0.4449 0.1205 -0.626
Cl -0.62342 1.25449 -1.25563 -1.3654 0.1166 0.8877 0.345
H -1.58871 -1.48428 0.77413 -1.3154 -0.0333 -0.4658 0.248
H -1.39728 -1.41410 -0.96009 1.0345 -0.2875 -0.6221 0.241
H -2.81212 -0.69805 -0.54238 -0.5235 -0.5318 1.0863 0.254
H 1.57582 0.00652 1.68392 -0.2482 0.6897 -0.7920 0.435
H 1.87296 0.40246 -2.24085 -0.0021 -0.5084 -0.4765 0.388
```
Forces are in eV/Å.

=====

DFT (ωB97M-V/def2-TZVPD) results for a structure of composition C29H36F3FeNPS4.

Calculated values
* charge: -1
* energy above the lowest of the compared OMol25 structures with the same formula, charge and spin: 2.1 kcal/mol

XYZ file:
```
75
Properties=species:S:1:pos:R:3:forces:R:3:lowdin_charge:R:1
Fe 0.80709 -1.01340 0.02515 -0.3479 0.1209 -0.1171 -0.088
S 2.78428 -2.16089 0.34130 0.0331 0.0070 0.0013 0.739
C 2.46581 -3.01833 1.81469 0.0344 0.0095 -0.0555 -0.663
C 3.26658 -4.09976 2.22346 0.0099 -0.0205 0.0086 -0.115
C 3.00954 -4.78441 3.39413 0.0385 -0.0035 -0.0248 -0.105
C 1.94690 -4.42502 4.22145 -0.0314 0.0040 0.0317 -0.117
C 1.15287 -3.35355 3.85334 -0.0093 0.0117 0.0067 -0.116
C 1.41955 -2.66364 2.67759 -0.0735 -0.0269 0.0248 -0.523
S 0.42274 -1.26728 2.23742 -0.0334 0.0138 0.1081 0.988
C 1.57708 0.06440 2.73560 -0.0044 -0.0084 0.0528 -0.315
C 1.53229 1.21495 1.77782 0.0749 0.0423 0.0839 -0.325
C 1.76201 2.51769 2.17824 0.0011 -0.0399 0.0298 -0.024
C 1.82854 3.50627 1.20340 0.0482 0.0285 0.0123 -0.060
C 1.67713 3.16225 -0.12015 -0.0529 0.0671 -0.0391 -0.052
C 1.43884 1.83133 -0.44944 0.0761 0.0331 -0.1040 -0.402
C 1.17548 1.43460 -1.87000 -0.0736 0.0166 -0.1003 -0.401
S 1.20141 -0.35062 -2.13842 -0.1351 -0.0001 -0.0162 0.982
C 2.79095 -0.75555 -2.82660 -0.0296 -0.0524 0.0255 -0.511
C 2.71498 -1.81516 -3.73183 0.0489 -0.0067 -0.0206 -0.138
C 3.85296 -2.31899 -4.33205 -0.0584 0.0045 0.0401 -0.121
C 5.07629 -1.72651 -4.02561 0.0249 0.0655 0.0322 -0.116
C 5.14470 -0.67154 -3.13982 -0.0015 -0.0115 -0.0799 -0.147
C 4.01036 -0.13947 -2.48382 0.0799 -0.0160 0.0669 -0.748
S 4.19466 1.15442 -1.34686 0.1541 0.0081 -0.0129 0.522
N 1.33621 0.89637 0.49364 0.1006 -0.1227 0.0250 0.035
H 4.08642 -4.39837 1.58243 0.0012 0.0008 -0.0037 0.097
H 3.64168 -5.62162 3.66694 0.0021 -0.0035 -0.0012 0.095
H 1.74269 -4.97357 5.13155 -0.0019 -0.0014 0.0038 0.088
H 0.31805 -3.04354 4.47090 -0.0036 -0.0013 -0.0005 0.097
H 2.57148 -0.38508 2.67412 -0.0074 0.0151 -0.0117 0.094
H 1.38044 0.38146 3.75890 -0.0067 -0.0054 0.0079 0.088
H 1.90780 2.74816 3.22479 -0.0085 -0.0115 0.0038 0.110
H 2.01993 4.53483 1.48288 -0.0069 0.0045 0.0011 0.108
H 1.76860 3.89645 -0.90874 -0.0074 -0.0003 -0.0050 0.121
H 1.88002 1.92763 -2.53669 -0.0224 -0.0314 0.0221 0.073
H 0.15476 1.72878 -2.12941 -0.0244 0.0020 -0.0180 0.048
H 1.74637 -2.25280 -3.94156 -0.0184 -0.0019 -0.0087 0.094
H 3.78953 -3.15520 -5.01633 -0.0072 0.0088 -0.0013 0.087
H 5.98689 -2.09613 -4.48488 -0.0009 0.0041 0.0141 0.090
H 6.09910 -0.21845 -2.90440 0.0097 -0.0015 0.0094 0.081
C -2.34337 3.20652 -1.71431 0.0283 -0.0090 -0.0116 -0.126
C -2.76997 2.70408 -0.33145 -0.0146 -0.0058 -0.0236 -0.553
C -2.14452 3.60976 0.73045 0.0156 -0.0185 0.0264 -0.115
P -2.23602 0.92331 -0.16455 0.0529 -0.0164 -0.0686 1.109
C -3.37651 0.03903 -1.36093 0.0091 -0.0244 0.0049 -0.547
C -2.62767 -0.35589 -2.63505 0.0794 0.0290 -0.0595 -0.130
C -4.69212 0.73059 -1.71994 -0.0203 0.0124 0.0156 -0.125
C -2.91437 0.34056 1.46968 -0.0012 0.0142 0.0066 -0.553
C -4.42671 0.40384 1.66958 -0.0034 -0.0045 -0.0089 -0.118
C -2.20147 0.98232 2.66703 0.0302 -0.0478 -0.0201 -0.143
H -2.74946 4.20543 -1.89624 0.0112 0.0043 0.0108 0.079
H -2.67365 2.55806 -2.52592 0.0443 0.0349 0.0267 0.047
H -1.25379 3.27679 -1.76462 -0.0293 0.0239 -0.0086 0.060
H -3.85797 2.77470 -0.25397 -0.0364 -0.0215 -0.0049 0.090
H -1.07464 3.40925 0.84033 -0.0275 0.0002 0.0070 0.059
H -2.61534 3.49359 1.70478 0.0249 -0.0034 -0.0128 0.054
H -2.25395 4.65683 0.43336 -0.0065 0.0075 0.0010 0.076
H -3.60361 -0.89047 -0.82972 -0.0044 0.0249 -0.0104 0.090
H -2.33965 0.52075 -3.22166 0.0002 0.0113 0.0012 0.065
H -3.26701 -0.97592 -3.26957 -0.0144 -0.0035 0.0001 0.080
H -1.72679 -0.92450 -2.41119 -0.0576 0.0674 -0.0428 0.032
H -4.52006 1.62320 -2.32494 -0.0399 -0.0276 0.0124 0.063
H -5.27405 1.02823 -0.84832 -0.0008 -0.0057 0.0020 0.053
H -5.30819 0.05320 -2.31781 0.0008 -0.0037 0.0048 0.078
H -2.61527 -0.71310 1.43792 -0.0083 -0.0179 0.0064 0.083
H -4.79722 1.42972 1.58439 0.0058 -0.0065 0.0047 0.072
H -4.68479 0.04519 2.67034 -0.0008 0.0006 0.0017 0.076
H -4.96392 -0.21578 0.95203 0.0044 0.0115 -0.0008 0.062
H -2.71490 1.88792 2.99138 -0.0043 0.0110 -0.0079 0.061
H -1.16674 1.24875 2.44491 0.0186 0.0006 -0.0094 0.041
H -2.19058 0.29007 3.51069 -0.0132 -0.0104 0.0172 0.074
F -1.64029 -2.22051 -0.52522 0.0255 -0.0738 0.1639 -0.054
C -0.27589 -2.59602 -0.46844 0.1626 -0.0171 0.0415 -0.593
F -0.30277 -3.66771 0.38996 -0.0262 -0.0101 0.0046 0.008
F -0.07976 -3.17252 -1.69611 0.0242 -0.0270 -0.0611 -0.002
```
Forces are in eV/Å.

=====

DFT (ωB97M-V/def2-TZVPD) results for an isolated molecule of C3H6O2 in a non-equilibrium geometry.

Calculated values
* charge: 0
* SMILES: O[C@H]1C[C@@H]1O
* energy above the lowest of the compared OMol25 structures with the same formula, charge and spin: 67.3 kcal/mol

XYZ file:
```
11
Properties=species:S:1:pos:R:3:forces:R:3:nbo_charge:R:1
O -1.93511 0.59590 0.00744 -0.7825 1.0526 -2.9255 -0.656
C -0.70389 0.14517 0.26482 4.2064 -0.3100 1.6987 0.091
C 0.01605 -0.87068 -0.58825 1.4141 0.3676 -0.2512 -0.519
C 0.70342 0.54669 -0.48873 -3.6811 -0.0795 -0.8624 0.035
O 1.80015 0.67889 0.33964 0.0648 -0.1579 -0.0229 -0.697
H -1.80241 0.76950 -0.95296 -1.4756 0.2536 0.5493 0.461
H -0.56635 0.23094 1.36220 0.3816 -0.9154 -0.7435 0.196
H 0.70834 -1.52885 -0.08946 -0.2629 -0.5055 0.5521 0.221
H -0.30643 -1.39870 -1.53065 -0.1275 1.2779 0.9245 0.235
H 0.63022 1.28196 -1.35137 0.0869 -1.0164 1.0278 0.165
H 2.46900 0.05767 0.03510 0.1759 0.0330 0.0530 0.469
```
Forces are in eV/Å.